No. 1
DFT (ωB97M-V/def2-TZVPD) results for an isolated molecule of C5H9NO.

SMILES: CC1(C)CNC1=O
Spin multiplicity: 1
Kohn-Sham gap (eV): 10.5
Relative energy (zero: lowest compared OMol25 entry of this formula, charge and spin) (kcal per mole): 17.8
HOMO level (eV): -9.61

Geometry (Å):
C 0.03 1.15 -1.07
N 0.96 -1.64 -0.13
H 2.13 0.15 0.11
H 0.77 0.80 -1.81
C -1.24 0.56 1.01
H 1.45 -0.51 1.62
H -1.46 -0.19 1.78
C -0.12 0.14 0.06
C -0.31 -1.29 -0.50
H 1.46 -2.52 -0.21
H 0.37 2.12 -0.68
C 1.28 -0.39 0.55
H -2.15 0.67 0.41
H -1.04 1.52 1.50
H -0.92 1.29 -1.58
O -1.21 -1.87 -1.04

Electronic structure analysis, Löwdin charges in units of e: number 1, C, carries -0.0422; number 2, N, carries 0.0984; number 3, H, carries 0.1107; number 4, H, carries 0.0908; number 5, C, carries -0.0315; number 6, H, carries 0.1145; number 7, H, carries 0.0874; number 8, C, carries -0.4360; number 9, C, carries -0.4720; number 10, H, carries 0.1432; number 11, H, carries 0.0878; number 12, C, carries -0.0966; number 13, H, carries 0.0889; number 14, H, carries 0.0828; number 15, H, carries 0.0894; number 16, O, carries 0.0843

No. 2
DFT (ωB97M-V/def2-TZVPD) results for a structure of composition C35H37Cl2N8O4STi.

Net charge: -2
Spin multiplicity: 2
Kohn-Sham gap (alpha / beta) (eV): 3.9 / 6.0
HOMO level (alpha / beta) (eV): 0.23 / -1.85
Expectation value of S²: 0.769

Geometry (Å):
H -3.76 -1.44 -0.62
C -1.60 -5.13 -0.22
H -4.23 2.79 -1.62
C -0.28 3.48 -4.50
N -0.75 0.60 1.58
C -4.47 0.72 -3.46
C -3.86 -0.73 2.67
H -1.83 4.09 -5.87
H 2.32 1.31 -4.32
C -3.52 -1.05 0.37
H 4.06 3.72 2.99
H 1.48 -2.61 -1.23
C -0.26 -0.26 4.97
C -2.25 -5.06 -2.52
O 1.09 2.06 2.28
H 2.00 3.57 -3.52
H -4.43 -0.85 3.58
H 0.96 -3.61 6.66
C 4.53 0.96 1.25
N -0.98 -1.73 -1.55
O -1.02 2.21 3.53
H -1.48 -5.66 0.72
C -2.11 -5.78 -1.34
H 2.69 3.19 -1.15
H 1.91 1.13 0.49
N 1.73 -3.12 6.22
H 3.87 -3.14 -0.84
C -0.89 1.90 -2.76
H -3.54 2.68 -4.78
O 5.75 0.79 1.46
C 2.07 -1.63 4.33
N -2.38 -0.41 0.47
H 5.35 -1.48 0.32
H 2.33 -3.76 5.73
H -4.49 1.26 -0.76
C 0.50 0.12 3.88
H -5.29 -1.74 1.40
C 4.31 -1.28 0.13
C 1.31 -2.03 5.43
H 6.33 2.72 1.72
C 3.48 -2.19 -0.50
H 2.25 -0.26 2.69
C -1.57 3.49 -5.00
C -3.29 1.10 -2.58
H -2.39 -6.83 -1.29
C -2.22 1.91 -3.28
C 2.38 0.19 0.25
Cl -2.10 -2.88 -4.09
C -3.76 1.85 -1.33
C -1.98 0.05 1.68
H 1.09 2.50 -0.82
O 5.86 3.50 2.06
C 2.29 1.48 -3.24
C -1.23 -3.80 -0.30
H -4.14 0.21 -4.37
C 4.70 2.91 2.63
H 1.80 0.62 -2.78
C 1.66 -0.56 3.56
H 3.31 1.53 -2.86
C -1.88 -3.74 -2.58
H -5.14 0.05 -2.92
C 1.52 2.77 -2.93
C 1.64 3.18 -1.46
N -0.59 1.20 -1.62
C 0.14 -1.33 5.75
N 1.59 -0.70 -0.33
H -2.81 0.17 -2.27
H -5.06 1.60 -3.75
H 2.97 -2.17 4.07
C 2.14 -1.92 -0.73
C -4.34 -1.22 1.47
H 0.48 4.10 -4.97
C 3.73 -0.02 0.55
H -1.18 0.28 5.19
S -0.08 1.40 2.80
N -2.70 -0.11 2.81
H 1.24 4.19 -1.31
H -2.91 2.07 -0.67
H -0.44 -1.64 6.61
Cl -0.61 -3.04 1.15
Ti -0.48 -0.24 -0.64
H 2.94 2.21 1.74
C -1.33 -3.00 -1.48
H -2.65 -5.54 -3.41
N 3.95 2.13 1.69
C 0.08 2.71 -3.40
C -2.53 2.69 -4.39
H 5.00 2.29 3.48

Electronic structure analysis, Löwdin charges in units of e: number 1, H, carries 0.1257; number 2, C, carries -0.1605; number 3, H, carries 0.0791; number 4, C, carries -0.0772; number 5, N, carries -0.1143; number 6, C, carries -0.0914; number 7, C, carries -0.1362; number 8, H, carries 0.0769; number 9, H, carries 0.0719; number 10, C, carries -0.1292; number 11, H, carries 0.1203; number 12, H, carries 0.0725; number 13, C, carries -0.0684; number 14, C, carries -0.1655; number 15, O, carries -0.3296; number 16, H, carries 0.1128; number 17, H, carries 0.1010; number 18, H, carries 0.0736; number 19, C, carries -0.4491; number 20, N, carries -0.1351; number 21, O, carries -0.3056; number 22, H, carries 0.0864; number 23, C, carries -0.1484; number 24, H, carries 0.0736; number 25, H, carries 0.0696; number 26, N, carries 0.0739; number 27, H, carries 0.0881; number 28, C, carries -0.2515; number 29, H, carries 0.0879; number 30, O, carries -0.0274; number 31, C, carries -0.0201; number 32, N, carries 0.0173; number 33, H, carries 0.0810; number 34, H, carries 0.0771; number 35, H, carries 0.0613; number 36, C, carries -0.2753; number 37, H, carries 0.0893; number 38, C, carries -0.0637; number 39, C, carries -0.3289; number 40, H, carries 0.0560; number 41, C, carries -0.1248; number 42, H, carries 0.0976; number 43, C, carries -0.1291; number 44, C, carries -0.3887; number 45, H, carries 0.0778; number 46, C, carries -0.1426; number 47, C, carries -0.1406; number 48, Cl, carries 0.6242; number 49, C, carries -0.0717; number 50, C, carries -0.4808; number 51, H, carries 0.0350; number 52, O, carries -0.0746; number 53, C, carries -0.0593; number 54, C, carries -0.5781; number 55, H, carries 0.0767; number 56, C, carries -0.2776; number 57, H, carries 0.0580; number 58, C, carries -0.0327; number 59, H, carries 0.0748; number 60, C, carries -0.6144; number 61, H, carries 0.0683; number 62, C, carries -0.3749; number 63, C, carries -0.0708; number 64, N, carries -0.0983; number 65, C, carries -0.0440; number 66, N, carries -0.0734; number 67, H, carries 0.0884; number 68, H, carries 0.0630; number 69, H, carries 0.1142; number 70, C, carries -0.1731; number 71, C, carries -0.0568; number 72, H, carries 0.0944; number 73, C, carries -0.1620; number 74, H, carries 0.1028; number 75, S, carries 0.6076; number 76, N, carries 0.1472; number 77, H, carries 0.0789; number 78, H, carries 0.0674; number 79, H, carries 0.1015; number 80, Cl, carries 0.7077; number 81, Ti, carries 0.8407; number 82, H, carries 0.0694; number 83, C, carries -0.5024; number 84, H, carries 0.0847; number 85, N, carries 0.0837; number 86, C, carries -0.1534; number 87, C, carries -0.0742; number 88, H, carries 0.1165

No. 3
DFT (ωB97M-V/def2-TZVPD) results for a structure of composition C33H32FN12O6PdS.

Net charge: +1
Spin multiplicity: 1
Kohn-Sham gap (eV): 5.9
Relative energy (zero: lowest compared OMol25 entry of this formula, charge and spin) (kcal per mole): 51.4
HOMO level (eV): -9.01

Geometry (Å):
C 1.73 0.36 -1.11
O 4.17 2.68 0.25
H 2.94 -3.97 0.12
N -1.04 2.29 0.07
N 0.64 -5.19 -0.34
H 6.40 -3.33 -0.43
C -1.16 6.41 0.29
C -2.74 1.12 -1.11
F -1.27 -3.36 -1.39
N 2.79 7.53 0.01
O 1.02 1.05 -1.82
C -2.38 0.69 1.21
H 3.27 4.41 -0.21
C 2.44 6.25 -0.12
C 1.75 -7.18 0.46
H 3.11 9.96 0.34
H 4.44 -3.03 1.08
N -4.26 -1.29 1.20
C 4.79 -2.20 0.46
N 3.41 5.39 -0.38
N 1.04 -7.64 -0.79
H -3.24 0.94 -2.05
C 1.13 -5.84 0.86
H 0.30 -6.00 1.56
N 1.13 5.81 -0.03
H 1.21 -8.63 -0.98
O -6.26 -3.92 2.94
C 0.93 -3.82 -0.56
C 2.46 -1.93 -0.39
N 2.14 9.68 0.41
H -1.42 2.58 -1.94
H 4.35 5.76 -0.35
N 0.52 8.07 0.40
C 5.57 -2.69 -0.75
H -0.48 -0.98 -1.75
H -0.81 1.87 2.08
H 2.80 -7.11 0.22
N 3.64 -1.37 0.08
C 3.03 2.30 0.03
H -0.78 -7.74 0.25
C -1.73 2.04 -1.06
C 2.82 0.86 -0.32
H -0.79 -5.53 -1.83
C 0.28 -1.63 -1.34
C -2.13 7.33 0.64
N -5.72 -2.85 0.20
H -0.95 -7.85 -1.51
C 1.83 8.39 0.27
H -1.82 8.33 0.90
C -1.39 1.65 1.19
C -2.74 4.79 -0.10
H 5.42 -1.58 1.10
H 1.44 10.34 0.68
H 4.64 0.36 0.62
C -3.06 0.39 0.03
H 1.86 -5.23 1.38
H -6.08 -2.67 -1.80
H -2.63 0.14 2.11
C 2.18 -3.30 -0.25
C -0.43 -7.33 -0.70
C 3.76 -0.02 0.13
C -4.67 -1.18 -1.13
C -5.54 -2.26 -0.96
O -3.91 -4.27 2.34
H -4.50 -0.76 -2.11
N -1.44 5.15 -0.07
C -3.46 6.94 0.63
C -0.02 -2.94 -1.11
H 1.60 -7.94 1.22
H 4.94 -3.26 -1.42
H -2.97 3.78 -0.40
H -4.78 5.29 0.22
H 5.99 -1.85 -1.30
C 0.26 6.80 0.23
H -4.24 7.63 0.92
S -4.95 -3.35 2.77
C -0.60 -5.81 -0.80
H 1.41 -7.09 -1.57
O 2.02 3.09 0.33
C -3.76 5.65 0.25
H -1.47 -5.52 -0.21
C -5.04 -2.36 1.25
C -4.06 -0.72 0.02
O -4.54 -2.40 3.78
Pd 0.19 3.90 -0.06
C 1.50 -1.09 -0.96

Electronic structure analysis, Löwdin charges in units of e: number 1, C, carries -0.3323; number 2, O, carries 0.0503; number 3, H, carries 0.1003; number 4, N, carries -0.0957; number 5, N, carries -0.0900; number 6, H, carries 0.0810; number 7, C, carries -0.1833; number 8, C, carries 0.0011; number 9, F, carries 0.0675; number 10, N, carries 0.1824; number 11, O, carries 0.0499; number 12, C, carries 0.0378; number 13, H, carries 0.0486; number 14, C, carries -0.3871; number 15, C, carries -0.0700; number 16, H, carries 0.1171; number 17, H, carries 0.1099; number 18, N, carries 0.1587; number 19, C, carries -0.1869; number 20, N, carries 0.2184; number 21, N, carries 0.0548; number 22, H, carries 0.1173; number 23, C, carries -0.1212; number 24, H, carries 0.1445; number 25, N, carries 0.0763; number 26, H, carries 0.1853; number 27, O, carries -0.3399; number 28, C, carries -0.1264; number 29, C, carries -0.1234; number 30, N, carries 0.1884; number 31, H, carries 0.1211; number 32, H, carries 0.1298; number 33, N, carries 0.1824; number 34, C, carries -0.0589; number 35, H, carries 0.1335; number 36, H, carries 0.1265; number 37, H, carries 0.1341; number 38, N, carries -0.0339; number 39, C, carries -0.5494; number 40, H, carries 0.1404; number 41, C, carries -0.1671; number 42, C, carries -0.0326; number 43, H, carries 0.1320; number 44, C, carries 0.0851; number 45, C, carries 0.0208; number 46, N, carries 0.1350; number 47, H, carries 0.1394; number 48, C, carries -0.4315; number 49, H, carries 0.1197; number 50, C, carries -0.0729; number 51, C, carries -0.0783; number 52, H, carries 0.1242; number 53, H, carries 0.1142; number 54, H, carries 0.1481; number 55, C, carries -0.1124; number 56, H, carries 0.1258; number 57, H, carries 0.1123; number 58, H, carries 0.1294; number 59, C, carries 0.0557; number 60, C, carries -0.0680; number 61, C, carries 0.0363; number 62, C, carries 0.0006; number 63, C, carries -0.1125; number 64, O, carries -0.3823; number 65, H, carries 0.0985; number 66, N, carries 0.0005; number 67, C, carries -0.0129; number 68, C, carries -0.1851; number 69, H, carries 0.1386; number 70, H, carries 0.0727; number 71, H, carries 0.0928; number 72, H, carries 0.1227; number 73, H, carries 0.0850; number 74, C, carries -0.2854; number 75, H, carries 0.1245; number 76, S, carries 0.3858; number 77, C, carries -0.1170; number 78, H, carries 0.1825; number 79, O, carries -0.1993; number 80, C, carries -0.0143; number 81, H, carries 0.1461; number 82, C, carries -0.3307; number 83, C, carries -0.2353; number 84, O, carries -0.3593; number 85, Pd, carries 1.0623; number 86, C, carries -0.0526

No. 4
DFT (ωB97M-V/def2-TZVPD) results for a structure of composition C6H9O4Pm.

Net charge: +1
Spin multiplicity: 6
Kohn-Sham gap (alpha / beta) (eV): 4.7 / 4.8
Relative energy (zero: lowest compared OMol25 entry of this formula, charge and spin) (kcal per mole): 0.0
HOMO level (alpha / beta) (eV): -10.47 / -10.47
Expectation value of S²: 8.756

Geometry (Å):
C -0.63 0.58 1.24
O -2.62 -2.53 0.39
C -2.92 -0.20 0.83
O 0.77 0.89 1.32
H -2.63 0.13 -0.17
H -0.68 -0.43 1.68
H -4.48 -1.60 0.38
C 1.60 0.15 2.03
H -3.70 0.47 2.67
O 2.82 0.19 1.72
H -2.92 -3.41 0.63
O 1.18 -0.65 2.91
C -3.01 0.71 1.85
Pm 3.94 -1.53 3.42
H -1.49 1.12 3.31
C -3.52 -1.58 0.93
H -0.84 1.14 0.31
H -3.74 -1.82 1.99
C -1.78 1.39 2.29
H -1.76 2.45 2.00

Electronic structure analysis, Löwdin charges in units of e: number 1, C, carries -0.0933; number 2, O, carries -0.0679; number 3, C, carries -0.1127; number 4, O, carries 0.0197; number 5, H, carries 0.1193; number 6, H, carries 0.1210; number 7, H, carries 0.1199; number 8, C, carries -0.8075; number 9, H, carries 0.1043; number 10, O, carries -0.1568; number 11, H, carries 0.0840; number 12, O, carries -0.0956; number 13, C, carries -0.1255; number 14, Pm, carries 1.7982; number 15, H, carries 0.1108; number 16, C, carries -0.2675; number 17, H, carries 0.1379; number 18, H, carries 0.1205; number 19, C, carries -0.1118; number 20, H, carries 0.1029